Below is a molecular structure, C14H32O11P2S2, with properties calculated with ωB97M-V/def2-TZVPD.

Last column: Löwdin charge in e.
Geometry (Å):
C: 0.54979 -2.13081 -2.28734  -0.073
O: -2.92657 0.34691 5.57456  -0.238
H: 1.61545 -2.30170 -2.14536  0.072
H: -6.57561 1.21497 1.31974  0.078
O: -4.52622 1.44318 4.00031  -0.204
H: 8.35735 -2.29909 -8.14816  0.039
H: -1.84716 2.16610 7.26390  0.076
C: 0.32099 0.73037 0.64693  -0.078
H: -4.08619 -1.65065 6.18094  0.114
H: -6.31601 -0.82653 6.98070  0.083
C: -6.07439 0.82929 2.20824  -0.080
H: -4.29525 2.04549 2.02770  0.110
C: 0.28574 -0.91635 -3.14656  -0.261
P: 2.11822 0.78181 -2.10806  0.550
C: -5.83484 -0.37982 6.10923  -0.072
C: 7.84973 -1.37006 -8.23972  0.125
O: 3.19669 1.79568 -2.00342  -0.213
H: -5.42871 -2.29821 5.28069  0.120
H: -0.16923 -0.23361 0.51037  0.073
C: -1.55979 0.47141 5.96972  -0.281
H: -0.08522 1.40861 -0.10718  0.072
C: -4.88281 -1.37707 5.49190  -0.256
C: -5.09221 1.85198 2.75079  -0.275
S: 4.85598 0.39557 -7.72706  0.953
O: 6.17887 0.41104 -8.80891  -0.232
H: -0.78631 -0.85249 -3.34260  0.119
H: -6.60464 -0.08276 5.39706  0.072
H: 0.09935 -2.01629 -1.30143  0.073
H: -1.41275 -0.19967 6.81921  0.116
H: 3.68031 -0.36403 -4.97885  0.082
C: -1.25870 1.89537 6.38582  -0.073
C: 5.20033 -0.36544 -3.47096  -0.070
H: 5.22516 -1.45622 -3.43251  0.080
H: 3.95004 -2.50509 -7.08006  -0.121
O: -4.33780 -0.97085 4.22777  -0.209
H: 0.12714 -3.01574 -2.76635  0.082
H: 0.76516 -1.00213 -4.12011  0.112
C: 3.87297 0.11009 -4.02224  -0.287
H: 3.87372 1.18662 -4.19137  0.111
O: 5.24781 -0.29126 -6.53398  -0.417
H: 2.21957 -0.01647 1.31570  0.117
P: -3.36869 0.29722 4.00075  0.552
H: -1.52440 2.59936 5.59710  0.077
H: 0.05985 1.12282 1.63011  0.067
H: 5.35025 -0.00901 -2.45152  0.079
O: 2.80986 -0.27612 -3.14385  -0.235
H: -5.60595 2.79449 2.93712  0.118
O: 0.62455 0.33004 -2.52666  -0.211
H: -0.20066 2.01680 6.62249  0.077
O: 3.69445 -0.54441 -8.45683  -0.780
H: 6.02690 -0.01905 -4.08956  0.067
H: -5.32072 0.52261 6.43476  0.072
C: 7.10028 -0.46987 -8.45441  -0.329
H: 2.30913 1.57484 0.56346  0.111
H: -6.82435 0.57738 2.95795  0.072
S: 4.00461 -2.20557 -8.39636  0.792
O: 2.19724 -0.05675 -0.71534  -0.207
C: 1.82565 0.59599 0.50508  -0.273
H: -5.56672 -0.09839 1.93515  0.071
O: -2.19157 0.94678 3.37308  -0.214
H: -0.88975 0.13873 5.17847  0.105

Force components x, y, z for each atom (eV/Å):
0.3 0.0 0.2
-0.1 -0.4 -0.3
0.0 0.0 0.0
0.0 0.0 0.0
0.2 -0.5 -0.5
0.3 0.2 0.2
0.0 0.0 0.0
0.0 0.1 -0.1
0.1 0.2 -0.1
0.0 -0.1 -0.1
0.1 -0.1 0.0
0.0 0.0 0.1
-0.5 -0.5 -0.5
3.3 -5.6 -0.2
0.1 0.4 -0.1
0.1 -0.4 0.0
-2.6 2.2 -0.2
0.1 0.1 -0.3
0.0 0.0 0.1
0.2 0.3 0.2
0.0 0.0 0.0
-0.3 -0.6 0.6
-0.2 0.1 -0.2
-1.4 1.5 -0.1
0.1 -0.8 0.8
0.0 0.3 0.1
0.0 -0.1 0.0
-0.1 0.0 0.0
-0.1 0.0 0.0
-0.2 -0.1 0.1
-0.1 0.2 0.0
0.1 -0.1 0.2
0.0 0.0 -0.1
-0.1 0.6 0.0
1.2 -0.2 -2.5
-0.1 0.1 -0.1
0.2 0.1 0.1
0.3 -0.1 0.2
0.0 0.0 0.2
0.5 -0.3 -0.3
0.1 -0.1 -0.1
-0.8 3.4 5.6
0.1 -0.1 -0.1
0.0 0.0 0.0
-0.1 0.1 0.0
-0.4 0.2 0.0
0.1 0.0 0.1
0.0 2.8 0.5
0.0 0.0 0.0
1.1 -0.2 0.6
0.0 0.0 0.0
0.0 0.0 0.0
-0.3 0.0 -0.9
0.1 0.0 0.0
0.0 0.1 0.0
-0.1 -0.6 -0.6
-0.4 0.6 -0.2
-0.1 0.1 0.3
0.0 0.0 0.0
-0.4 -2.4 -2.3
-0.1 0.1 -0.1

Results
orbital gap = 9.76 eV
highest occupied orbital energy = -9.71 eV
2S+1 = 1
strongest force on any atom = 6.60 eV/A
ΔE to the lowest compared entry with this formula, charge and spin = 0.0 kcal/mol
E = -2859.29406 a.u.